No. 1
This record from OMol25 describes C28H49BaBrNP3 as an isolated structure at a distorted geometry. The level of theory is the ωB97M-V functional and the def2-TZVPD basis.

The calculation puts the orbital gap (spin up / spin down) at 3.6910 / 3.6856 eV. Its LUMO energy (spin up / spin down) is -7.7240 / -7.7293 eV. Its energy relative to the best compared isomer or geometry (same formula, charge and spin) is 0.0 kcal/mol.

```
! wB97M-V def2-TZVPD RIJCOSX def2/J DEFGRID3
* xyz 2 1
N 0.879 -9.906 -0.543
C 1.464 -9.345 0.516
C 1.126 -8.066 0.974
C 0.105 -7.337 0.309
C -0.418 -7.923 -0.886
C -0.008 -9.212 -1.261
C -0.298 -6.009 0.727
Ba -1.142 -3.433 2.092
P -4.297 2.205 1.439
C -1.328 -5.322 0.084
C -1.113 -4.065 -0.663
C -2.197 -3.200 -0.988
C -1.952 -1.965 -1.570
C -0.639 -1.532 -1.875
C 0.435 -2.331 -1.428
C 0.201 -3.559 -0.813
Br -0.203 -0.650 1.423
H 0.313 -5.579 1.571
H -2.321 -5.804 0.041
H 1.696 -7.627 1.792
H -1.061 -7.366 -1.575
H 2.262 -9.928 0.999
H -0.381 -9.663 -2.194
H -3.217 -3.558 -0.755
H 1.054 -4.189 -0.508
H -2.811 -1.321 -1.766
H 1.467 -1.975 -1.550
P -0.384 -0.088 -3.001
C -3.773 0.898 2.587
C -4.695 0.923 3.817
H -2.722 1.113 2.832
H -3.841 -0.064 2.053
H -4.244 0.358 4.637
H -4.890 1.947 4.170
H -5.664 0.471 3.583
C -5.037 1.401 -0.036
C -6.093 2.288 -0.710
H -5.494 0.464 0.321
H -4.198 1.173 -0.710
H -6.635 1.709 -1.466
H -6.826 2.653 0.021
H -5.655 3.158 -1.215
C -2.801 3.025 0.792
C -2.759 4.488 1.259
H -2.861 2.963 -0.304
H -1.923 2.461 1.142
H -1.916 5.014 0.799
H -3.678 5.023 0.993
H -2.634 4.560 2.344
C 0.681 1.233 -2.371
C 1.258 2.098 -3.488
H 1.486 0.781 -1.767
H 0.083 1.824 -1.660
H 2.197 1.682 -3.872
H 0.574 2.219 -4.335
H 1.483 3.103 -3.114
C -1.944 0.590 -3.603
C -2.737 -0.443 -4.425
H -1.756 1.482 -4.228
H -2.510 0.939 -2.733
H -2.224 -0.678 -5.359
H -2.866 -1.381 -3.868
H -3.734 -0.059 -4.677
C 0.430 -0.877 -4.447
C 1.867 -1.365 -4.265
H 0.306 -0.229 -5.327
H -0.238 -1.740 -4.610
H 1.847 -2.457 -4.135
H 2.478 -1.142 -5.152
H 2.387 -0.938 -3.400
C 3.509 1.474 3.286
P 2.469 0.884 1.870
C 3.299 1.891 0.573
C 3.398 -0.688 1.571
H 3.065 2.439 3.588
H 4.573 1.596 3.012
H 3.387 0.745 4.107
H 4.339 2.126 0.843
H 3.248 1.357 -0.378
H 2.712 2.813 0.494
H 4.457 -0.595 1.858
H 2.910 -1.466 2.175
H 3.315 -0.931 0.506
*
```



No. 2
This record from OMol25 describes C28H49Br3Cl3N2O10Zr as an isolated structure at a distorted geometry. The level of theory is the ωB97M-V functional and the def2-TZVPD basis.

The calculation puts the orbital gap at 5.2648 eV. Its LUMO energy is -4.0442 eV.

```
! wB97M-V def2-TZVPD RIJCOSX def2/J DEFGRID3
* xyz 1 1
Zr 7.469 7.659 20.537
C 2.385 8.643 19.305
C 3.620 8.082 18.482
C 3.304 7.948 16.955
C 3.659 9.246 16.222
C 3.871 10.539 17.013
C 4.837 10.420 18.260
N 4.822 8.988 18.682
O 6.039 8.331 18.870
C 4.296 11.291 19.336
C 6.298 10.848 17.791
C 3.664 6.542 18.852
H 1.655 7.874 19.558
H 1.872 9.483 18.835
H 2.690 9.174 20.207
H 2.261 7.702 16.756
H 3.791 7.103 16.467
H 3.006 9.411 15.365
H 4.637 8.954 15.839
H 2.858 10.822 17.300
H 4.279 11.228 16.273
H 4.071 10.898 20.327
H 3.357 11.840 19.260
H 4.983 12.111 19.544
H 6.195 11.843 17.359
H 6.754 10.155 17.084
H 7.036 10.894 18.592
H 4.623 6.122 18.548
H 2.859 6.018 18.336
H 3.604 6.409 19.933
C 8.500 6.645 25.821
C 9.118 7.669 24.764
C 10.531 8.026 25.383
C 11.433 6.790 25.484
C 11.669 6.271 24.100
C 10.350 5.978 23.250
N 9.363 7.068 23.410
O 8.167 6.995 22.569
C 9.897 4.605 23.834
C 10.827 5.770 21.812
C 8.381 9.046 24.801
H 8.983 6.498 26.787
H 8.297 5.654 25.415
H 7.552 7.095 26.119
H 10.489 8.485 26.371
H 11.033 8.799 24.801
H 11.031 6.019 26.141
H 12.308 7.044 26.082
H 12.300 5.395 24.253
H 12.372 6.898 23.553
H 8.889 4.377 23.490
H 10.066 4.420 24.895
H 10.524 3.814 23.421
H 10.280 5.146 21.105
H 11.823 5.340 21.698
H 10.941 6.713 21.277
H 7.298 8.925 24.776
H 8.808 9.531 23.923
H 8.581 9.755 25.604
C 7.362 3.774 18.888
C 7.435 5.132 19.535
O 6.488 5.673 20.195
O 8.390 5.913 19.614
H 6.328 3.472 18.717
H 7.696 3.040 19.622
H 8.098 3.719 18.086
C 5.328 -0.120 19.136
Br 4.924 1.575 20.049
Br 4.379 -1.739 19.837
Br 7.280 -0.495 18.964
H 4.909 0.167 18.172
C 10.130 3.507 15.517
Cl 11.469 2.972 14.380
Cl 10.660 5.064 16.217
Cl 9.819 2.310 16.711
H 9.235 3.648 14.910
C 4.072 7.587 24.905
C 2.846 7.809 24.187
O 3.425 8.126 22.984
C 4.752 7.655 22.838
O 5.524 7.697 21.836
O 5.103 7.172 23.991
H 3.909 7.161 25.895
H 4.533 8.490 25.306
H 2.199 8.624 24.512
H 2.304 6.877 24.030
C 5.516 2.295 14.270
C 6.968 2.096 14.451
O 7.067 3.001 15.629
C 6.071 3.933 15.617
O 6.068 4.950 16.273
O 5.173 3.529 14.710
H 4.942 1.482 14.714
H 5.264 2.416 13.217
H 7.618 2.456 13.653
H 7.290 1.082 14.687
*
```



No. 3
This record from OMol25 describes C28H49BrNOP3Pd as an isolated structure at a distorted geometry. The level of theory is the ωB97M-V functional and the def2-TZVPD basis.

The calculation puts the orbital gap at 5.9743 eV. Its LUMO energy is -0.0162 eV.

```
! wB97M-V def2-TZVPD RIJCOSX def2/J DEFGRID3
* xyz 0 1
N -5.329 -1.318 3.649
C -4.395 -0.531 4.179
C -3.822 0.529 3.476
C -4.095 0.639 2.092
C -5.147 -0.179 1.565
C -5.718 -1.161 2.387
C -3.369 1.589 1.265
Pd -0.069 0.714 -2.254
P 2.146 0.516 -1.654
C -3.321 1.387 -0.090
C -2.443 2.106 -1.020
C -2.360 1.705 -2.383
C -1.254 2.093 -3.205
C -0.236 2.901 -2.574
C -0.512 3.568 -1.364
C -1.588 3.162 -0.600
Br 1.091 3.730 -3.795
H -2.740 2.341 1.782
H -3.949 0.608 -0.589
H -3.185 1.252 4.014
H -5.538 -0.028 0.549
H -4.091 -0.720 5.210
H -6.495 -1.832 2.003
H -3.186 1.199 -2.881
H -1.811 3.695 0.308
H -1.302 1.981 -4.280
H 0.163 4.331 -0.986
P -0.518 -1.930 -0.617
C 2.439 2.021 -0.650
C 3.355 3.046 -1.268
H 2.841 1.620 0.297
H 1.472 2.495 -0.410
H 3.394 3.874 -0.547
H 4.372 2.676 -1.436
H 2.948 3.440 -2.211
C 2.264 0.552 -3.494
C 3.530 0.553 -4.293
H 1.701 1.470 -3.778
H 1.654 -0.301 -3.846
H 3.188 0.822 -5.297
H 4.254 1.296 -3.964
H 3.972 -0.441 -4.351
C 3.395 -0.628 -1.058
C 4.852 -0.199 -1.277
H 3.186 -1.576 -1.572
H 3.210 -0.786 0.016
H 5.439 -1.096 -1.039
H 5.071 0.099 -2.312
H 5.162 0.606 -0.593
C 0.394 -2.983 0.556
C 1.884 -3.239 0.372
H -0.137 -3.945 0.548
H 0.228 -2.475 1.517
H 2.096 -4.225 0.816
H 2.178 -3.250 -0.687
H 2.466 -2.494 0.930
C -0.419 -2.892 -2.204
C -1.315 -2.308 -3.286
H -0.730 -3.911 -1.946
H 0.642 -2.919 -2.493
H -0.968 -2.658 -4.264
H -2.354 -2.637 -3.152
H -1.286 -1.205 -3.284
C -2.234 -2.417 -0.093
C -2.415 -2.938 1.334
H -2.550 -3.193 -0.809
H -2.857 -1.524 -0.259
H -3.458 -3.250 1.461
H -1.793 -3.820 1.537
H -2.195 -2.165 2.083
C 0.554 2.041 3.232
P 1.190 0.360 3.079
C 2.906 0.302 3.608
C 0.037 -0.362 4.259
O 1.107 -0.232 1.697
H -0.535 2.001 3.118
H 0.983 2.689 2.466
H 0.819 2.394 4.236
H 3.020 0.770 4.592
H 3.198 -0.757 3.626
H 3.499 0.825 2.847
H -0.968 -0.322 3.817
H 0.305 -1.397 4.475
H 0.081 0.249 5.170
*
```



No. 4
This record from OMol25 describes a 7-piece molecular cluster, C28H49ClN7O3 overall. The level of theory is the ωB97M-V functional and the def2-TZVPD basis.

The calculation puts the orbital gap at 5.6315 eV. Its LUMO energy is 1.4659 eV. Its energy relative to the best compared isomer or geometry (same formula, charge and spin) is 0.0 kcal/mol.

```
! wB97M-V def2-TZVPD RIJCOSX def2/J DEFGRID3
* xyz -1 1
O 4.290 -7.752 -1.345
C 3.230 -7.867 -0.696
O 2.811 -8.828 -0.014
C 2.310 -6.608 -0.714
N 0.913 -6.795 -1.133
Cl 0.856 -7.189 -2.824
C 0.156 -7.789 -0.369
C -1.329 -7.480 -0.403
O -1.715 -6.445 0.496
H 2.259 -6.165 0.285
H 2.762 -5.876 -1.383
H 0.537 -7.784 0.651
H 0.322 -8.803 -0.744
H -1.609 -7.198 -1.424
H -1.885 -8.376 -0.117
H -0.955 -5.858 0.594
C 3.121 -3.267 -1.227
C 2.366 -2.144 -0.524
C 2.105 -2.429 0.956
C 1.215 -3.578 1.105
N 0.432 -4.407 1.233
H 2.562 -4.205 -1.206
H 3.293 -3.011 -2.273
H 4.092 -3.448 -0.762
H 1.413 -1.976 -1.021
H 2.930 -1.216 -0.595
H 1.602 -1.582 1.425
H 3.036 -2.605 1.495
C -3.034 -2.877 -2.252
C -2.113 -3.303 -1.116
C -1.788 -2.157 -0.150
C -1.089 -1.057 -0.822
N -0.457 -0.265 -1.364
H -2.570 -2.107 -2.872
H -3.264 -3.726 -2.895
H -3.977 -2.481 -1.869
H -1.181 -3.704 -1.517
H -2.572 -4.107 -0.539
H -1.142 -2.521 0.650
H -2.697 -1.760 0.307
C 0.670 1.259 2.294
C 1.572 2.483 2.381
C 2.435 2.680 1.130
C 3.318 1.544 0.866
N 3.988 0.635 0.660
H 1.259 0.343 2.229
H 0.039 1.190 3.179
H 0.018 1.307 1.419
H 2.216 2.407 3.259
H 0.962 3.379 2.513
H 3.053 3.575 1.219
H 1.799 2.805 0.251
C -0.710 4.317 -0.332
C -2.159 3.884 -0.502
C -3.050 4.332 0.662
C -2.603 3.766 1.936
N -2.249 3.300 2.924
H -0.271 3.868 0.561
H -0.113 4.006 -1.190
H -0.627 5.402 -0.241
H -2.212 2.797 -0.596
H -2.567 4.303 -1.423
H -4.083 4.020 0.498
H -3.038 5.421 0.752
C 6.992 2.479 -2.604
C 5.636 1.891 -2.236
C 4.461 2.585 -2.934
C 4.360 3.997 -2.562
N 4.284 5.097 -2.240
H 7.065 3.526 -2.305
H 7.791 1.934 -2.102
H 7.170 2.420 -3.680
H 5.485 1.942 -1.157
H 5.607 0.834 -2.504
H 3.521 2.102 -2.661
H 4.563 2.521 -4.019
C -7.112 7.632 2.214
C -6.650 6.733 3.354
C -5.938 5.468 2.862
C -6.808 4.646 2.020
N -7.490 4.001 1.360
H -7.838 7.123 1.579
H -7.584 8.534 2.603
H -6.270 7.937 1.589
H -7.504 6.445 3.969
H -5.961 7.279 4.001
H -5.601 4.861 3.702
H -5.058 5.735 2.273
*
```



No. 5
This record from OMol25 describes C28H49N7 as an isolated structure at a distorted geometry. The level of theory is the ωB97M-V functional and the def2-TZVPD basis.

The calculation puts the orbital gap at 7.7380 eV. Its LUMO energy is 0.0828 eV. Its energy relative to the best compared isomer or geometry (same formula, charge and spin) is 468.2 kcal/mol.

```
! wB97M-V def2-TZVPD RIJCOSX def2/J DEFGRID3
* xyz 0 1
C 4.949 -2.418 -1.966
C 5.291 -3.025 -0.570
C 4.059 -3.553 0.220
C 2.967 -2.546 0.319
N 2.070 -1.783 0.440
H 4.769 -3.149 -2.754
H 5.848 -1.893 -2.288
H 4.225 -1.613 -1.838
H 5.754 -2.289 0.088
H 6.076 -3.766 -0.723
H 4.364 -3.895 1.209
H 3.742 -4.433 -0.338
C -2.604 2.696 3.910
C -2.865 2.357 2.418
C -2.608 0.930 1.987
C -3.495 0.020 2.705
N -4.237 -0.681 3.249
H -1.576 2.463 4.187
H -3.203 2.077 4.578
H -2.792 3.738 4.170
H -2.260 3.068 1.854
H -3.901 2.546 2.139
H -1.571 0.616 2.109
H -2.811 0.878 0.917
C -4.351 3.272 -0.323
C -4.121 4.326 0.746
C -2.766 5.077 0.610
C -1.590 4.259 0.244
N -0.657 3.606 -0.050
H -3.656 2.440 -0.211
H -4.298 3.721 -1.315
H -5.352 2.856 -0.203
H -4.154 3.821 1.712
H -4.935 5.049 0.784
H -2.601 5.685 1.499
H -2.993 5.740 -0.225
C 0.732 -0.798 -0.648
C 0.515 0.708 -0.599
C -0.785 1.203 0.091
C -2.044 0.759 -0.600
N -3.028 0.418 -1.096
H 0.076 -1.403 -1.274
H 0.829 -1.210 0.356
H 1.712 -0.996 -1.084
H 0.475 1.165 -1.588
H 1.388 1.096 -0.074
H -0.761 2.292 0.091
H -0.828 0.819 1.110
C -0.430 -3.732 3.244
C 0.485 -3.430 2.121
C -0.172 -2.717 0.991
C -0.779 -1.409 1.351
N -1.352 -0.441 1.622
H -1.468 -3.947 2.990
H -0.500 -2.917 3.965
H -0.062 -4.545 3.870
H 0.809 -4.361 1.657
H 1.325 -2.896 2.565
H -0.982 -3.284 0.533
H 0.596 -2.542 0.237
C 5.577 1.533 -0.200
C 4.734 0.566 -1.022
C 3.484 0.128 -0.354
C 2.713 1.217 0.265
N 2.112 2.087 0.759
H 6.616 1.514 -0.531
H 5.506 1.335 0.870
H 5.183 2.546 -0.286
H 5.419 -0.260 -1.211
H 4.400 0.953 -1.985
H 3.781 -0.502 0.484
H 2.895 -0.421 -1.089
C -3.427 -1.231 -4.567
C -2.351 -0.419 -3.819
C -1.492 -1.262 -2.812
C -0.763 -2.423 -3.412
N -0.206 -3.327 -3.876
H -3.738 -0.638 -5.427
H -4.285 -1.315 -3.899
H -3.165 -2.249 -4.856
H -2.806 0.363 -3.211
H -1.755 0.086 -4.580
H -2.166 -1.654 -2.051
H -0.736 -0.660 -2.308
*
```



- What is the formula in the second record?
  C28H49Br3Cl3N2O10Zr